Entry 1:
Here is a structure of composition C32H30N8ORuS6 from OMol25. Energies are from ωB97M-V with the def2-TZVPD basis set.

Properties
Frontier orbital gap (alpha / beta) = 5.52 / 5.60 eV
Calculated total energy = -115235.737 eV
Net charge = -1
2S+1 = 2
Max |F| = 0.8 eV/Å
Energy above the lowest of the compared OMol25 structures with the same formula, charge and spin = 16.1 kcal/mol

Last column: Löwdin charge in e.
Element x y z (Å)
Ru 0.236 -0.645 0.871  0.67
N -2.040 -3.788 -1.125  0.06
C -1.360 -2.661 -0.741  -0.85
S -1.418 -2.225 0.918  0.67
N -0.772 -1.997 -1.703  -0.01
N -0.198 -0.831 -1.286  -0.12
C 0.264 -0.073 -2.228  -0.20
C 0.325 -0.496 -3.649  -0.18
C -0.295 0.257 -4.640  -0.04
C -0.212 -0.124 -5.973  -0.09
C 0.503 -1.258 -6.327  -0.11
C 1.128 -2.013 -5.341  -0.09
C 1.035 -1.639 -4.011  -0.03
C 0.685 1.286 -1.844  -0.23
C 1.403 2.143 -2.678  -0.02
C 1.694 3.415 -2.213  -0.08
C 1.271 3.792 -0.947  -0.06
C 0.588 2.860 -0.178  -0.12
N 0.307 1.647 -0.621  0.07
H -2.170 -4.481 -0.408  0.07
H -1.798 -4.133 -2.040  0.09
H -0.854 1.143 -4.363  0.12
H -0.710 0.465 -6.733  0.10
H 0.572 -1.556 -7.366  0.09
H 1.683 -2.903 -5.611  0.10
H 1.497 -2.234 -3.233  0.11
H 1.722 1.818 -3.659  0.11
H 2.252 4.105 -2.834  0.10
H 1.477 4.779 -0.555  0.10
H 0.263 3.067 0.834  0.07
C 3.685 -3.740 1.662  -0.16
C 2.573 -2.722 1.766  -0.75
S 1.777 -2.338 0.241  0.58
C 2.170 -2.188 2.930  -0.78
C 2.795 -2.577 4.246  -0.15
S 0.847 -1.050 3.084  0.56
H 3.730 -4.143 0.649  0.04
H 3.533 -4.581 2.343  0.07
H 4.665 -3.306 1.890  0.07
H 3.800 -2.983 4.122  0.06
H 2.184 -3.329 4.756  0.07
H 2.856 -1.712 4.908  0.06
O -1.017 0.837 1.801  -0.40
C -2.341 1.107 2.024  -0.63
C -2.415 2.203 3.091  -0.50
C -3.417 2.520 3.958  -0.16
C -3.127 3.672 4.743  -0.20
C -1.904 4.196 4.455  -0.43
S -1.096 3.286 3.250  1.07
C -3.172 -0.070 2.542  -0.51
C -4.347 -0.573 2.066  -0.14
C -4.817 -1.689 2.811  -0.20
C -3.990 -1.998 3.848  -0.43
S -2.639 -0.953 3.915  1.01
C -3.041 1.642 0.762  -0.45
C -2.845 1.202 -0.509  -0.12
C -3.677 1.849 -1.464  -0.19
C -4.499 2.774 -0.896  -0.44
S -4.260 2.863 0.799  1.04
H -4.328 1.941 4.031  0.11
H -3.791 4.075 5.496  0.09
H -1.423 5.043 4.918  0.05
H -4.840 -0.179 1.190  0.11
H -5.719 -2.238 2.577  0.09
H -4.093 -2.802 4.560  0.05
H -2.128 0.429 -0.731  0.08
H -3.662 1.632 -2.524  0.09
H -5.218 3.414 -1.383  0.05
N 6.055 0.782 -1.500  0.13
C 4.873 0.448 -0.888  -0.52
N 4.410 -0.793 -1.076  0.18
N 4.295 1.374 -0.159  0.11
C 3.183 0.959 0.434  -0.30
N 2.219 0.535 0.901  0.10
H 6.263 0.319 -2.368  0.09
H 6.234 1.773 -1.493  0.10
H 4.997 -1.478 -1.517  0.11
H 3.584 -1.153 -0.577  -0.01

Entry 2:
Here is a structure of composition C32H30N8ORuS6 from OMol25. Energies are from ωB97M-V with the def2-TZVPD basis set.

Properties
Frontier orbital gap (alpha / beta) = 5.26 / 5.76 eV
Calculated total energy = -115234.965 eV
Net charge = -1
2S+1 = 2
Max |F| = 1.8 eV/Å
Energy above the lowest of the compared OMol25 structures with the same formula, charge and spin = 33.9 kcal/mol

Last column: Löwdin charge in e.
Element x y z (Å)
Ru -0.729 -0.038 -0.250  0.86
N -4.534 -1.221 1.576  0.04
C -3.305 -0.780 1.125  -0.89
S -3.083 -0.596 -0.566  0.56
N -2.462 -0.477 2.092  0.00
N -1.255 -0.031 1.628  -0.16
C -0.443 0.533 2.492  -0.23
C -0.788 0.741 3.910  -0.19
C -0.775 2.029 4.446  -0.06
C -1.101 2.244 5.777  -0.10
C -1.437 1.172 6.591  -0.11
C -1.445 -0.115 6.065  -0.09
C -1.127 -0.331 4.735  -0.02
C 0.830 0.971 1.944  -0.27
C 1.885 1.430 2.736  -0.02
C 3.072 1.790 2.133  -0.07
C 3.184 1.701 0.752  -0.05
C 2.107 1.226 0.028  -0.12
N 0.958 0.870 0.595  -0.05
H -5.060 -1.750 0.901  0.06
H -4.511 -1.610 2.506  0.08
H -0.516 2.867 3.808  0.11
H -1.090 3.252 6.176  0.10
H -1.688 1.335 7.632  0.09
H -1.701 -0.956 6.697  0.10
H -1.139 -1.328 4.316  0.12
H 1.772 1.470 3.810  0.11
H 3.906 2.127 2.737  0.10
H 4.095 1.968 0.234  0.10
H 2.135 1.141 -1.049  0.09
C 2.354 -4.659 0.972  -0.16
C 1.398 -3.540 0.633  -0.86
S 1.654 -2.013 1.265  0.65
C 0.329 -3.820 -0.246  -0.80
C 0.168 -5.235 -0.748  -0.15
S -0.790 -2.697 -0.818  0.65
H 3.152 -4.283 1.607  0.05
H 2.795 -5.096 0.070  0.06
H 1.849 -5.476 1.499  0.07
H 0.946 -5.471 -1.480  0.06
H -0.797 -5.352 -1.237  0.05
H 0.246 -5.968 0.057  0.06
O -0.374 0.166 -2.329  -0.41
C 0.523 -0.072 -3.319  -0.64
C -0.269 -0.078 -4.628  -0.49
C 0.114 -0.184 -5.933  -0.16
C -0.983 -0.112 -6.829  -0.20
C -2.168 0.053 -6.173  -0.44
S -1.960 0.121 -4.475  1.08
C 1.317 -1.373 -3.191  -0.48
C 2.276 -1.654 -2.264  -0.17
C 2.768 -2.979 -2.345  -0.19
C 2.167 -3.691 -3.339  -0.43
S 1.005 -2.754 -4.172  1.05
C 1.502 1.110 -3.431  -0.47
C 1.186 2.397 -3.109  -0.13
C 2.238 3.311 -3.372  -0.19
C 3.340 2.702 -3.894  -0.44
S 3.101 1.011 -4.055  1.04
H 1.144 -0.308 -6.239  0.10
H -0.895 -0.183 -7.904  0.09
H -3.151 0.131 -6.610  0.05
H 2.605 -0.948 -1.513  0.09
H 3.519 -3.383 -1.683  0.10
H 2.347 -4.716 -3.620  0.06
H 0.221 2.642 -2.687  0.11
H 2.184 4.373 -3.174  0.09
H 4.277 3.155 -4.172  0.05
N -3.409 2.701 2.083  0.21
C -2.719 3.822 1.825  -0.51
N -2.905 4.883 2.664  0.15
N -1.856 3.987 0.845  0.12
C -1.588 2.878 0.184  -0.26
N -1.381 1.871 -0.341  0.07
H -3.731 2.532 3.022  0.12
H -3.204 1.859 1.556  0.07
H -3.791 4.957 3.134  0.10
H -2.510 5.746 2.331  0.10